{"formula": "C33H33BF10N10SSr", "method": "the ωB97M-V functional and the def2-TZVPD basis", "relative_energy_kj_mol": 61.22, "homo_ev": -1.995, "e_lumo_ha": 0.151, "total_energy_ha": -3277.4902, "homo_lumo_gap_ev": 6.11, "charge": -2, "spin_multiplicity": 1, "elements": ["Sr", "C", "N", "C", "C", "N", "C", "C", "F", "C", "F", "C", "F", "C", "F", "C", "F", "C", "C", "N", "C", "C", "F", "C", "F", "C", "F", "C", "F", "C", "F", "H", "H", "H", "H", "H", "H", "H", "H", "H", "H", "H", "C", "C", "C", "C", "C", "N", "N", "B", "N", "N", "C", "C", "C", "C", "C", "N", "N", "C", "C", "C", "C", "C", "H", "H", "H", "H", "H", "H", "H", "H", "H", "H", "H", "H", "H", "H", "H", "H", "H", "H", "H", "H", "H", "H", "S", "C", "N"], "xyz": [[-0.160, -0.420, 0.137], [2.787, -1.444, 1.093], [1.441, -1.972, 0.912], [0.952, -2.311, 2.238], [-0.515, -2.692, 2.332], [-1.364, -1.658, 1.812], [-2.658, -1.793, 1.925], [-3.397, -2.911, 2.443], [-2.765, -4.053, 2.858], [-4.767, -2.929, 2.565], [-5.371, -4.024, 3.091], [-5.546, -1.851, 2.167], [-6.897, -1.862, 2.327], [-4.885, -0.742, 1.639], [-5.603, 0.337, 1.260], [-3.517, -0.717, 1.539], [-2.937, 0.429, 1.080], [1.511, -3.086, -0.021], [0.196, -3.619, -0.598], [-0.720, -2.562, -0.917], [-1.937, -2.861, -1.291], [-2.521, -4.147, -1.566], [-1.784, -5.293, -1.433], [-3.812, -4.323, -2.014], [-4.249, -5.574, -2.305], [-4.670, -3.245, -2.197], [-5.941, -3.424, -2.646], [-4.169, -1.975, -1.920], [-4.959, -0.894, -2.102], [-2.875, -1.805, -1.500], [-2.464, -0.533, -1.234], [3.468, -2.211, 1.500], [2.751, -0.608, 1.797], [3.185, -1.088, 0.149], [1.109, -1.428, 2.862], [1.544, -3.142, 2.668], [-0.724, -2.861, 3.401], [-0.691, -3.645, 1.822], [2.047, -3.942, 0.431], [2.096, -2.728, -0.871], [-0.260, -4.336, 0.097], [0.465, -4.191, -1.504], [3.684, -1.183, -2.564], [3.553, 0.149, -1.903], [4.569, 1.079, -1.654], [3.923, 2.158, -1.082], [4.542, 3.424, -0.612], [2.608, 1.859, -1.009], [2.389, 0.637, -1.501], [1.467, 2.851, -0.682], [0.312, 2.567, -1.665], [-0.163, 1.335, -1.880], [-0.830, 1.352, -3.025], [-1.333, 0.113, -3.681], [-0.830, 2.653, -3.548], [-0.088, 3.396, -2.652], [0.200, 4.860, -2.692], [0.974, 2.798, 0.765], [0.206, 1.807, 1.250], [-0.150, 2.136, 2.485], [-1.023, 1.306, 3.352], [0.389, 3.383, 2.807], [1.100, 3.771, 1.692], [1.895, 5.020, 1.551], [4.319, -1.097, -3.446], [2.698, -1.534, -2.862], [4.145, -1.913, -1.895], [5.618, 0.979, -1.856], [5.606, 3.412, -0.833], [4.411, 3.533, 0.462], [4.085, 4.283, -1.098], [1.884, 3.940, -0.900], [-0.895, -0.748, -3.184], [-1.039, 0.110, -4.730], [-2.417, 0.045, -3.636], [-1.286, 3.002, -4.455], [-0.412, 5.331, -3.458], [1.250, 5.051, -2.911], [-0.038, 5.311, -1.731], [-0.910, 0.257, 3.099], [-2.066, 1.591, 3.208], [-0.756, 1.467, 4.395], [0.299, 3.920, 3.730], [1.585, 5.728, 2.315], [1.767, 5.472, 0.572], [2.953, 4.813, 1.697], [4.579, 1.852, 4.647], [3.357, 1.177, 3.836], [2.477, 0.680, 3.256]], "lowdin_charge": [1.484, -0.096, -0.376, -0.203, -0.245, -0.134, -0.230, -0.120, 0.041, -0.161, 0.077, -0.161, 0.057, -0.158, 0.090, -0.155, 0.044, -0.191, -0.250, -0.103, -0.232, -0.118, 0.040, -0.158, 0.076, -0.158, 0.060, -0.156, 0.094, -0.167, 0.004, 0.100, 0.030, 0.056, 0.098, 0.131, 0.126, 0.096, 0.128, 0.094, 0.098, 0.117, -0.051, -0.384, -0.003, -0.279, -0.025, 0.036, 0.091, -0.513, 0.019, 0.010, -0.344, -0.032, 0.000, -0.285, -0.039, 0.025, -0.014, -0.369, -0.033, -0.002, -0.277, -0.027, 0.068, 0.072, 0.068, 0.095, 0.074, 0.077, 0.070, 0.099, 0.065, 0.077, 0.072, 0.094, 0.070, 0.074, 0.077, 0.046, 0.076, 0.080, 0.102, 0.074, 0.061, 0.073, 0.311, -1.066, 0.025]}

{"formula": "C33H33BeClFGeIN2Si", "method": "the ωB97M-V functional and the def2-TZVPD basis", "relative_energy_kj_mol": 0.00, "homo_ev": -1.542, "e_lumo_ha": 0.166, "total_energy_ha": -4625.8688, "homo_lumo_gap_ev": 6.05, "charge": -2, "spin_multiplicity": 1, "elements": ["Be", "C", "Si", "C", "C", "N", "C", "C", "C", "C", "C", "C", "F", "H", "H", "H", "H", "H", "H", "H", "H", "H", "H", "H", "H", "H", "I", "C", "C", "C", "C", "C", "N", "H", "H", "H", "H", "C", "Ge", "C", "C", "C", "C", "C", "C", "C", "C", "C", "C", "C", "C", "C", "C", "C", "C", "C", "C", "H", "H", "H", "H", "H", "H", "H", "H", "H", "H", "H", "H", "H", "H", "H", "H", "Cl"], "xyz": [[0.626, 1.448, 0.633], [4.318, -0.584, -1.242], [3.163, 0.906, -0.997], [2.008, 1.082, -2.470], [4.312, 2.436, -1.164], [2.266, 1.003, 0.479], [2.824, 0.788, 1.693], [4.205, 0.673, 1.991], [4.669, 0.523, 3.286], [3.796, 0.456, 4.365], [2.429, 0.544, 4.117], [1.997, 0.710, 2.828], [0.653, 0.835, 2.582], [4.774, -0.537, -2.236], [3.740, -1.500, -1.166], [5.122, -0.630, -0.503], [2.590, 1.172, -3.393], [1.387, 1.975, -2.374], [1.352, 0.218, -2.560], [5.038, 2.275, -1.966], [4.866, 2.659, -0.248], [3.722, 3.319, -1.419], [4.907, 0.732, 1.171], [5.738, 0.469, 3.462], [4.166, 0.350, 5.377], [1.706, 0.488, 4.921], [-1.649, 2.031, -1.477], [-0.584, 3.711, 1.186], [-0.581, 5.133, 1.296], [0.521, 5.916, 1.043], [1.739, 5.279, 0.782], [1.744, 3.907, 0.736], [0.634, 3.161, 0.866], [-1.523, 5.608, 1.559], [0.472, 7.004, 1.041], [2.653, 5.838, 0.625], [2.666, 3.365, 0.557], [-0.917, 0.702, 0.103], [-1.472, -1.114, -0.516], [-1.591, -2.476, 0.952], [-1.870, -2.043, 2.243], [-1.849, -2.924, 3.318], [-1.570, -4.266, 3.110], [-1.324, -4.720, 1.819], [-1.332, -3.830, 0.757], [-1.388, -1.596, -2.474], [-0.483, -2.491, -3.038], [-0.483, -2.751, -4.403], [-1.380, -2.106, -5.240], [-2.288, -1.208, -4.695], [-2.298, -0.971, -3.327], [-3.534, -0.960, -0.477], [-4.251, 0.049, 0.163], [-5.626, -0.036, 0.356], [-6.327, -1.135, -0.117], [-5.640, -2.151, -0.770], [-4.265, -2.062, -0.928], [-1.651, 0.896, 0.894], [-2.084, -0.994, 2.422], [-2.045, -2.561, 4.322], [-1.525, -4.953, 3.949], [-1.106, -5.769, 1.649], [-1.086, -4.178, -0.239], [0.255, -2.959, -2.400], [0.234, -3.452, -4.818], [-1.372, -2.291, -6.309], [-2.985, -0.681, -5.337], [-3.014, -0.272, -2.917], [-3.729, 0.931, 0.522], [-6.151, 0.758, 0.878], [-7.400, -1.207, 0.027], [-6.179, -3.016, -1.145], [-3.736, -2.876, -1.417], [0.993, -2.052, -0.299]], "lowdin_charge": [0.030, -0.182, 0.416, -0.178, -0.194, -0.090, -0.290, -0.044, -0.128, -0.139, -0.035, -0.192, 0.063, 0.019, -0.015, 0.008, 0.025, -0.012, 0.011, 0.014, 0.013, 0.013, 0.072, 0.088, 0.079, 0.111, 0.781, -0.173, -0.169, -0.133, -0.108, -0.142, -0.074, 0.058, 0.081, 0.083, 0.073, -0.728, 0.680, -0.337, -0.108, -0.112, -0.133, -0.116, -0.164, -0.284, -0.153, -0.115, -0.131, -0.108, -0.168, -0.281, -0.136, -0.114, -0.138, -0.118, -0.128, -0.061, 0.098, 0.087, 0.081, 0.086, 0.083, 0.012, 0.086, 0.082, 0.089, 0.048, 0.062, 0.088, 0.080, 0.084, 0.097, 0.049]}

{"formula": "C33H33ClN6O9SZr", "method": "the ωB97M-V functional and the def2-TZVPD basis", "relative_energy_kj_mol": 28.04, "homo_ev": -8.178, "e_lumo_ha": -0.001, "total_energy_ha": -3188.8598, "homo_lumo_gap_ev": 8.15, "spin_multiplicity": 1, "elements": ["Zr", "O", "C", "O", "C", "C", "C", "C", "C", "N", "C", "O", "O", "H", "H", "H", "C", "C", "N", "C", "C", "C", "S", "N", "C", "O", "C", "C", "C", "C", "C", "C", "H", "H", "H", "H", "H", "H", "H", "H", "H", "H", "H", "H", "H", "H", "H", "C", "C", "C", "C", "Cl", "C", "C", "C", "O", "C", "C", "O", "O", "H", "H", "H", "H", "H", "H", "H", "H", "C", "N", "C", "C", "C", "N", "C", "O", "N", "H", "H", "H", "H", "H", "H", "H"], "xyz": [[-0.517, -0.612, -0.878], [1.783, -0.529, 2.576], [1.445, -0.467, 1.417], [0.713, -1.308, 0.740], [1.875, 0.696, 0.544], [3.081, 1.352, 0.631], [3.381, 2.290, -0.352], [2.494, 2.531, -1.395], [1.313, 1.823, -1.413], [1.019, 0.956, -0.446], [0.346, 1.784, -2.580], [0.326, 2.671, -3.404], [-0.358, 0.694, -2.563], [3.762, 1.111, 1.435], [4.331, 2.809, -0.325], [2.707, 3.222, -2.198], [-0.963, 0.011, -5.902], [-2.331, -0.616, -5.701], [-3.098, -0.007, -4.608], [-3.811, 1.248, -4.904], [-3.031, 2.486, -4.482], [-3.044, -0.454, -3.368], [-2.039, -1.806, -2.951], [-3.881, 0.137, -2.482], [-3.490, 0.551, -1.319], [-2.282, 0.598, -0.899], [-4.531, 1.077, -0.379], [-5.884, 1.017, -0.698], [-6.831, 1.495, 0.196], [-6.431, 2.044, 1.409], [-5.082, 2.116, 1.723], [-4.132, 1.636, 0.831], [-0.417, -0.557, -6.658], [-0.398, 0.000, -4.969], [-1.032, 1.045, -6.241], [-2.232, -1.675, -5.484], [-2.947, -0.516, -6.597], [-4.771, 1.215, -4.396], [-3.994, 1.253, -5.978], [-2.716, 2.412, -3.442], [-3.666, 3.369, -4.586], [-2.136, 2.631, -5.084], [-6.180, 0.587, -1.647], [-7.883, 1.448, -0.054], [-7.171, 2.422, 2.104], [-4.767, 2.558, 2.661], [-3.076, 1.707, 1.048], [1.776, -7.330, -0.780], [2.433, -6.150, -0.118], [3.095, -6.269, 1.092], [3.686, -5.167, 1.693], [4.507, -5.365, 3.221], [3.627, -3.927, 1.100], [2.970, -3.784, -0.119], [2.380, -4.890, -0.717], [1.686, -4.845, -1.904], [1.695, -3.622, -2.608], [0.918, -2.548, -1.896], [-0.128, -2.831, -1.252], [1.297, -1.342, -1.971], [2.094, -8.260, -0.308], [2.020, -7.374, -1.842], [0.688, -7.263, -0.710], [3.153, -7.236, 1.578], [4.083, -3.071, 1.579], [2.909, -2.801, -0.562], [1.200, -3.810, -3.560], [2.704, -3.254, -2.801], [-1.907, -0.073, 3.986], [-2.291, -0.998, 2.917], [-3.022, -2.123, 3.128], [-3.322, -2.975, 2.130], [-2.822, -2.668, 0.825], [-2.072, -1.589, 0.635], [-1.822, -0.727, 1.654], [-1.155, 0.294, 1.439], [-3.106, -3.437, -0.218], [-2.341, -0.430, 4.916], [-2.279, 0.924, 3.761], [-0.823, -0.037, 4.061], [-3.347, -2.289, 4.146], [-3.911, -3.860, 2.311], [-3.605, -4.297, -0.094], [-2.770, -3.169, -1.141]], "lowdin_charge": [1.872, 0.092, -0.571, -0.173, -0.150, 0.027, -0.016, 0.028, -0.143, 0.048, -0.553, 0.088, -0.215, 0.126, 0.113, 0.126, -0.061, -0.231, -0.093, -0.179, -0.054, -0.664, 0.771, 0.126, -0.426, -0.200, -0.124, -0.025, -0.081, -0.090, -0.078, -0.019, 0.078, 0.062, 0.071, 0.070, 0.115, 0.111, 0.115, 0.071, 0.079, 0.064, 0.109, 0.101, 0.101, 0.100, 0.102, -0.030, -0.194, -0.069, -0.663, 0.641, -0.089, 0.010, -0.212, -0.024, -0.078, -0.655, -0.164, -0.082, 0.077, 0.082, 0.088, 0.111, 0.110, 0.108, 0.149, 0.144, 0.023, -0.013, -0.023, 0.017, -0.334, 0.098, -0.506, -0.010, 0.199, 0.093, 0.095, 0.101, 0.136, 0.113, 0.119, 0.012]}

{"formula": "C33H33N4OSSiV", "method": "the ωB97M-V functional and the def2-TZVPD basis", "relative_energy_kj_mol": 0.00, "homo_ev": [-10.964, -10.920], "e_lumo_ha": [-0.143, -0.130], "total_energy_ha": -3203.0477, "homo_lumo_gap_ev": [7.08, 7.38], "charge": 1, "spin_multiplicity": 2, "elements": ["V", "C", "C", "C", "C", "C", "C", "C", "C", "C", "C", "N", "C", "C", "C", "C", "C", "N", "H", "H", "H", "H", "H", "H", "H", "H", "H", "H", "H", "H", "H", "H", "H", "H", "H", "O", "N", "C", "C", "C", "C", "C", "H", "H", "H", "H", "H", "S", "C", "N", "C", "C", "C", "C", "C", "C", "Si", "C", "C", "C", "C", "C", "C", "H", "H", "H", "H", "H", "H", "H", "H", "H", "H", "H"], "xyz": [[0.824, -0.590, -0.462], [-1.078, -3.792, 1.524], [-1.988, -2.579, 1.361], [-1.821, -1.527, 2.423], [-2.837, -1.353, 3.355], [-2.744, -0.407, 4.364], [-1.630, 0.405, 4.437], [-0.583, 0.274, 3.527], [0.537, 1.291, 3.596], [1.467, 1.111, 4.793], [-0.680, -0.726, 2.550], [0.428, -0.857, 1.625], [1.569, -1.178, 2.169], [2.775, -0.974, 1.450], [4.112, -1.122, 1.752], [4.821, -0.589, 0.650], [3.888, -0.151, -0.261], [2.623, -0.358, 0.216], [-1.267, -4.530, 0.743], [-1.248, -4.278, 2.486], [-0.022, -3.521, 1.478], [-3.030, -2.904, 1.391], [-1.846, -2.139, 0.374], [-3.717, -1.979, 3.281], [-3.551, -0.292, 5.075], [-1.572, 1.179, 5.192], [0.069, 2.278, 3.664], [1.112, 1.313, 2.670], [0.910, 1.137, 5.730], [2.216, 1.902, 4.832], [1.995, 0.157, 4.761], [1.589, -1.561, 3.187], [4.521, -1.556, 2.649], [5.890, -0.524, 0.541], [4.035, 0.311, -1.224], [-0.369, -1.860, -1.213], [-0.306, -2.475, -2.402], [-1.327, -2.247, -3.241], [-1.301, -2.835, -4.489], [-0.224, -3.630, -4.843], [0.811, -3.836, -3.942], [0.753, -3.239, -2.701], [-2.092, -1.585, -2.863], [-2.120, -2.649, -5.168], [-0.186, -4.086, -5.822], [1.667, -4.446, -4.186], [1.501, -3.325, -1.928], [1.864, -0.165, -4.972], [1.608, -0.150, -3.408], [1.397, -0.134, -2.240], [-3.899, 0.999, -3.217], [-2.606, 1.118, -3.716], [-1.540, 1.274, -2.845], [-1.748, 1.327, -1.461], [-3.055, 1.216, -0.977], [-4.124, 1.050, -1.851], [-0.380, 1.585, -0.231], [0.693, 3.072, -0.420], [0.479, 4.124, 0.477], [1.197, 5.306, 0.367], [2.142, 5.449, -0.636], [2.372, 4.412, -1.531], [1.655, 3.232, -1.422], [-4.733, 0.882, -3.897], [-2.431, 1.103, -4.784], [-0.544, 1.381, -3.256], [-3.244, 1.252, 0.089], [-5.130, 0.970, -1.462], [-0.978, 1.577, 1.118], [-0.253, 4.025, 1.270], [1.018, 6.113, 1.065], [2.704, 6.370, -0.721], [3.111, 4.522, -2.313], [1.849, 2.432, -2.126]], "lowdin_charge": [0.860, -0.079, -0.199, -0.168, -0.031, -0.057, -0.032, -0.186, -0.212, -0.076, -0.191, -0.020, -0.056, -0.314, 0.006, -0.053, -0.109, -0.093, 0.074, 0.084, 0.056, 0.112, 0.078, 0.115, 0.111, 0.121, 0.116, 0.092, 0.077, 0.080, 0.066, 0.155, 0.117, 0.105, 0.113, -0.248, -0.135, 0.031, 0.002, -0.020, -0.006, 0.005, 0.142, 0.128, 0.127, 0.129, 0.151, 0.686, -0.933, -0.051, -0.077, -0.084, -0.110, -0.318, -0.099, -0.072, 0.797, -0.317, -0.107, -0.072, -0.069, -0.070, -0.097, 0.108, 0.111, 0.082, 0.098, 0.109, 0.015, 0.094, 0.109, 0.110, 0.109, 0.079]}